25
Properties=species:S:1:pos:R:3:forces:R:3 method="wB97M-V/def2-TZVPD" e_homo_ev=-8.487 e_lumo_ev=1.0 smiles="C=C(C)C[C@@H](N)[C@H](C)N" energy_ha=-385.76677 relative_energy_kcal_mol=46.3 homo_lumo_gap_ev=9.4769
C 1.698 -2.301 1.139 0.1348 0.5179 -0.4481
C 1.214 -1.740 0.026 -0.3585 1.9632 1.0076
C 1.101 -2.494 -1.264 0.2388 0.2109 -0.2149
C 0.666 -0.137 0.042 1.3658 -4.7233 -0.0995
C -0.814 -0.148 -0.140 -0.3957 4.5666 0.3476
N -1.556 -0.747 0.920 0.3164 -0.4074 0.4680
C -1.122 1.628 -0.069 -0.7372 -1.5869 -0.1650
C -0.386 2.552 -1.027 0.2845 -0.3767 -0.3135
N -1.009 2.071 1.325 0.2134 -0.1704 -0.0724
H 1.695 -1.778 2.092 0.0894 0.0400 -0.1409
H 2.199 -3.268 1.127 -0.4004 -0.0194 -0.0268
H 0.059 -2.751 -1.480 0.0690 0.0879 0.0081
H 1.681 -3.426 -1.251 -0.1500 0.1822 0.1551
H 1.483 -1.890 -2.094 -0.1293 -0.0454 -0.0426
H 0.985 0.284 0.996 -0.0905 0.0432 -0.0597
H 1.205 0.315 -0.789 -0.2259 0.2655 0.0447
H -1.125 -0.519 -1.119 -0.0051 0.1684 0.0627
H -2.541 -0.497 0.894 0.1914 -0.0075 -0.1476
H -1.196 -0.405 1.816 -0.2374 -0.1380 -0.3861
H -2.188 1.665 -0.325 0.0149 0.0493 0.0909
H -0.484 2.199 -2.058 0.0508 0.0809 0.0052
H -0.776 3.579 -0.983 -0.0724 -0.2655 0.0551
H 0.683 2.621 -0.796 -0.0651 -0.0983 0.0067
H -1.442 2.987 1.446 0.0283 -0.3261 -0.0799
H -0.029 2.200 1.572 -0.1299 -0.0108 -0.0546

=====

54
Properties=species:S:1:pos:R:3:forces:R:3 method="wB97M-V/def2-TZVPD" e_homo_ev=-7.819 e_lumo_ev=0.0 energy_ha=-1813.78256 relative_energy_kcal_mol=410.5 homo_lumo_gap_ev=7.8065
C 0.669 -3.373 -2.229 -11.6410 -0.9285 -12.6262
C -0.830 -2.920 -2.001 3.1519 1.5122 2.7861
C -1.880 -3.782 -2.375 -0.3181 7.9653 3.8515
C -3.145 -3.243 -1.989 6.9100 7.6791 1.9712
C -3.409 -1.829 -1.430 7.6059 -6.6834 0.0064
C -2.205 -1.128 -0.992 -0.8205 -1.9332 -1.8535
C -0.883 -1.563 -1.146 -4.8243 -5.4321 -5.3368
N 0.176 -0.716 -1.169 2.9698 0.5874 0.6477
C 0.391 -0.060 0.042 -4.2558 -2.8933 2.4047
N 1.335 0.744 0.162 7.4245 3.2623 -5.3158
H 2.012 0.834 -0.790 -2.3888 -0.3234 3.0611
C 1.855 1.583 1.180 -6.4383 -0.6575 6.1063
C 0.803 3.024 1.295 4.4684 -5.8544 -2.6224
C 1.397 3.674 0.146 -2.6051 5.6150 -2.6960
C 2.843 4.126 0.157 0.4871 -3.6372 7.7079
C 3.746 2.746 0.343 -3.5634 4.1464 -6.2785
C 5.066 3.156 0.422 7.1290 -1.7790 -4.4226
H 5.804 2.225 0.231 -1.5130 1.4091 0.3040
H 5.390 3.741 -0.572 -0.5932 -0.3869 2.7782
H 5.475 3.414 1.363 -0.0589 1.3879 0.9350
C 3.269 1.883 1.275 0.5730 -6.0570 4.3726
C 4.181 0.398 1.437 -4.5058 1.5109 -5.8473
H 3.630 -0.313 2.032 -0.2240 -0.1238 0.0321
H 5.150 0.540 1.754 2.1454 0.2861 0.2576
H 4.043 0.033 0.058 1.0295 0.5968 4.3754
H 3.384 2.263 2.258 0.1150 0.7812 1.2338
H 3.407 2.388 -0.667 1.2547 -0.5387 0.1559
H 3.213 4.583 -0.681 0.6821 1.6702 -1.7171
H 3.136 4.573 1.317 -1.0159 -0.0804 -3.5020
H 0.771 4.676 0.289 1.0701 -1.0984 -1.6856
H 1.172 3.243 -0.899 -0.0613 0.4454 1.6862
H 1.088 3.452 2.168 0.3174 1.3878 2.8021
H -0.134 2.559 1.215 -1.4545 0.0421 -0.0469
H 1.394 1.069 2.229 1.7782 0.8325 -2.7282
S -0.602 -0.343 1.495 1.0112 0.2770 -1.5917
H 1.020 -0.987 -1.778 -1.8001 0.6573 1.4675
H -2.445 -0.149 -0.814 -0.0796 2.4588 1.2309
S -4.888 -1.631 -0.753 -2.1390 10.4827 -4.8912
O -5.004 -0.103 -1.223 -0.0904 -4.3463 3.1466
O -5.687 -2.444 -1.577 -2.4159 -2.4534 0.2165
N -5.170 -1.787 0.837 2.3640 4.5178 -1.4127
C -4.206 -0.871 1.700 -6.9725 3.3705 -9.9447
H -3.270 -0.951 1.705 7.5555 -1.5751 0.0659
H -4.516 0.316 1.143 1.4405 -3.5782 1.1953
H -4.763 -0.692 2.417 -4.3055 0.9193 7.8865
C -5.142 -3.124 1.074 0.4815 -4.0202 3.3679
H -5.572 -3.215 2.127 -0.2315 -0.9241 -1.5970
H -4.111 -3.410 1.232 0.6626 -0.6937 0.0115
H -5.490 -3.717 0.197 -0.5828 0.2298 1.3523
H -3.782 -3.871 -2.170 -8.1009 -5.9049 -1.5826
H -1.627 -4.633 -2.819 0.2973 -3.5693 -1.8175
H 0.691 -4.352 -2.696 0.0260 -0.2053 0.1634
H 1.195 -3.312 -1.557 9.4279 0.8761 13.0930
H 1.051 -2.721 -2.971 0.6214 0.7710 -1.1569

=====

18
Properties=species:S:1:pos:R:3:forces:R:3 method="wB97M-V/def2-TZVPD" e_homo_ev=-8.421 e_lumo_ev=0.6 smiles=CSSC[C@@H](C)N energy_ha=-1010.07836 relative_energy_kcal_mol=37.7 homo_lumo_gap_ev=9.0651
C -2.694 0.900 -0.516 -1.7098 -0.1776 1.7407
S -1.277 0.636 -1.510 1.4011 0.1996 -0.0180
S 0.197 1.302 -0.160 0.2760 -0.6316 -0.7014
C 1.434 -0.043 -0.005 0.2222 0.1682 3.1047
C 0.997 -1.358 0.746 0.2374 2.4064 0.4476
C 2.240 -2.360 0.863 -0.9751 2.9973 -0.3631
N 0.305 -0.976 2.018 0.7537 0.9198 0.8385
H -2.695 1.858 0.087 0.0447 -1.0314 -0.9337
H -3.557 0.851 -1.178 -0.0014 0.6062 -0.3319
H -2.955 0.053 0.156 0.7316 0.4699 -0.0082
H 1.954 -0.334 -0.881 0.3784 0.3601 -1.2298
H 2.148 0.439 0.747 -0.5314 -0.2662 -1.2473
H 0.352 -1.788 -0.012 -0.7124 -0.6555 0.5332
H 3.073 -2.114 1.580 -1.3566 -0.1764 -0.0925
H 2.700 -1.974 -0.114 -0.3450 -2.4150 0.7302
H 1.673 -3.283 1.086 1.4461 -0.1694 -0.8098
H -0.444 -0.216 1.948 1.4357 -1.5552 -0.5834
H 1.044 -0.500 2.633 -1.2951 -1.0492 -1.0759

=====

6
Properties=species:S:1:pos:R:3:forces:R:3 method="wB97M-V/def2-TZVPD" e_homo_ev=-11.581 e_lumo_ev=0.5 smiles=O.O energy_ha=-152.86295 relative_energy_kcal_mol=7.5 homo_lumo_gap_ev=12.0866
O 1.803 -0.139 -0.009 -1.5242 2.0888 -0.1834
H 1.246 0.719 -0.051 1.5384 -2.2078 0.1104
H 1.209 -0.808 -0.375 0.0434 0.1153 0.0950
O -1.549 -0.172 -0.139 0.1064 0.2692 1.3242
H -1.709 -0.223 0.843 0.3139 0.1485 -1.5238
H -1.000 0.622 -0.269 -0.4780 -0.4140 0.1776

=====

57
Properties=species:S:1:pos:R:3:forces:R:3 method="wB97M-V/def2-TZVPD" e_homo_ev="-4.798 / -4.807" e_lumo_ev="2.0 / 0.3" energy_ha=-4577.13375 multiplicity=5 relative_energy_kcal_mol=26.7 homo_lumo_gap_ev="6.7919 / 5.1345" total_charge=-1
Ru -1.573 -0.002 0.288 -0.7796 -0.3702 -1.0377
S -1.449 -2.808 4.797 -0.3320 0.2843 -0.2959
Sb -1.806 -0.716 3.940 0.6994 -0.4487 0.3205
S -3.681 0.230 1.195 0.2650 0.1220 -0.1758
S -3.678 -1.681 0.642 -0.0112 0.1081 0.1143
S -0.402 0.767 5.066 -0.3079 0.0548 -0.2483
F -4.303 5.357 -2.540 -0.0515 0.0385 -0.0290
C -3.244 5.111 -1.770 -0.0833 -0.0639 -0.0330
F -2.143 5.396 -2.461 0.0835 0.0243 -0.0480
F -3.294 5.922 -0.711 0.0039 0.0161 0.0575
S -3.248 3.364 -1.182 0.2071 0.1109 -0.0872
O -1.978 3.215 -0.507 -0.1627 -0.1652 -0.0206
O -4.461 3.254 -0.438 0.0155 -0.0821 -0.0069
N -3.303 2.633 -2.596 0.1038 -0.3094 0.3666
S -2.469 1.339 -2.892 -0.4865 0.1558 -0.2024
O -2.800 0.830 -4.186 -0.0127 0.0467 -0.0095
O -2.461 0.343 -1.825 0.5231 0.3982 0.2210
C -0.716 1.960 -3.129 -0.1372 -0.0964 -0.0765
F -0.748 3.229 -3.528 0.0508 -0.0127 -0.1011
F -0.130 1.235 -4.089 0.0799 -0.0326 0.1082
F 0.020 1.886 -2.031 0.0150 -0.1926 -0.0584
C -0.556 -3.443 -3.660 -0.0072 -0.0213 -0.0125
N -0.060 -2.545 -2.638 0.0063 -0.0268 -0.0417
C 1.114 -1.829 -2.678 -0.0615 0.0146 0.0200
C 1.104 -1.035 -1.577 0.1041 0.1494 0.1542
N -0.050 -1.250 -0.858 -0.4290 0.3325 -0.3025
C -0.722 -2.163 -1.535 0.0912 -0.1738 0.0641
H 0.207 -4.175 -3.918 -0.0144 -0.0043 0.0112
H -0.840 -2.881 -4.550 0.0044 -0.0055 0.0069
H -1.433 -3.960 -3.279 0.0090 -0.0069 0.0016
H 1.823 -1.936 -3.479 0.0210 -0.0158 -0.0164
H 1.848 -0.335 -1.241 -0.0345 0.0525 -0.0952
H -1.673 -2.572 -1.240 -0.0926 0.0675 -0.0625
N -0.689 -0.552 1.934 0.2819 -0.3935 1.1652
C 0.591 -0.519 2.048 -0.0259 -0.0025 -0.0302
C 1.359 0.508 1.307 0.2479 0.0110 -0.0571
C 0.708 1.676 0.910 0.0493 0.0613 0.0385
C 1.376 2.643 0.175 0.1490 0.1015 0.0971
C 2.712 2.464 -0.155 -0.0759 -0.0214 0.0467
C 3.377 1.312 0.252 0.0054 0.0025 0.0330
C 2.706 0.340 0.976 0.0308 0.0085 0.0378
C 1.335 -1.544 2.824 -0.0253 0.1437 0.1778
C 2.377 -1.221 3.692 -0.0161 0.0669 0.0293
C 3.072 -2.221 4.348 0.0151 0.0505 -0.0110
C 2.745 -3.554 4.128 -0.0431 -0.0261 -0.0244
C 1.704 -3.881 3.275 0.0304 -0.0050 0.0133
C 0.988 -2.878 2.638 0.0241 0.0134 -0.0858
H -0.327 1.841 1.204 0.0789 0.1058 0.0549
H 0.846 3.533 -0.136 -0.0184 -0.0124 0.0108
H 3.235 3.218 -0.730 0.0018 0.0112 0.0067
H 4.420 1.171 0.000 -0.0040 -0.0150 -0.0202
H 3.217 -0.571 1.258 0.0006 0.0142 0.0397
H 2.611 -0.179 3.876 0.0168 -0.0190 -0.0327
H 3.869 -1.963 5.034 -0.0071 0.0016 0.0163
H 3.291 -4.336 4.640 0.0107 -0.0115 0.0039
H 1.425 -4.916 3.127 -0.0085 -0.0126 -0.0010
H 0.156 -3.112 1.987 0.0025 -0.0210 0.0064

=====

114
Properties=species:S:1:pos:R:3:forces:R:3 method="wB97M-V/def2-TZVPD" e_homo_ev="-9.619 / -9.622" e_lumo_ev="-4.1 / -4.2" energy_ha=-9807.88291 multiplicity=4 relative_energy_kcal_mol=0.0 homo_lumo_gap_ev="5.4847 / 5.4387" total_charge=+1
Cr -1.596 0.308 1.203 1.3571 0.4660 0.6112
Se 2.877 1.666 -3.707 0.0537 -0.1394 0.0793
P 2.364 -0.336 -3.277 0.4530 0.2568 -0.0730
C 1.352 -1.157 -4.538 -0.0005 0.0429 0.0940
C 0.669 -2.335 -4.239 -0.0094 0.0803 -0.0624
C -0.083 -2.961 -5.219 -0.0291 -0.0921 0.0506
C -0.159 -2.412 -6.493 0.0195 0.0523 -0.0505
C 0.514 -1.235 -6.785 -0.0308 -0.0749 -0.0228
C 1.270 -0.604 -5.808 0.0107 -0.0102 -0.0006
C 3.829 -1.382 -3.035 -0.2198 0.0552 -0.0066
C 4.904 -0.846 -2.332 0.0341 -0.0813 0.0282
C 6.068 -1.581 -2.182 0.0188 0.0166 -0.0161
C 6.179 -2.830 -2.777 0.0478 -0.0011 -0.0388
C 5.125 -3.346 -3.516 0.0255 -0.0244 -0.0490
C 3.944 -2.631 -3.640 -0.0178 0.0256 0.0749
C 1.259 -0.338 -1.832 -0.4252 -0.1032 0.3972
C 1.129 -0.666 -0.471 0.1261 0.0316 -0.4906
N -0.060 -0.129 -0.083 0.0595 -0.1831 -0.0791
N -0.603 0.477 -1.134 0.1115 -0.1903 -0.2758
N 0.147 0.355 -2.177 -0.0690 0.0728 -0.0493
P 2.238 -1.568 0.637 -0.1640 -0.0821 0.3401
Se 1.381 -2.168 2.474 0.0761 -0.0215 -0.0806
C 3.613 -0.438 0.960 -0.1316 -0.1210 -0.0621
C 4.609 -0.863 1.839 0.0499 -0.0134 -0.0475
C 5.591 0.022 2.249 0.0001 -0.0577 0.0030
C 5.568 1.338 1.804 -0.0289 0.0682 -0.0235
C 4.569 1.766 0.942 0.0482 0.0301 0.0245
C 3.586 0.882 0.521 0.0219 -0.0348 -0.1371
C 2.691 -3.066 -0.278 -0.1107 0.1887 0.0214
C 3.961 -3.622 -0.227 0.0467 0.1011 -0.0094
C 4.178 -4.885 -0.760 0.0335 -0.0379 0.0340
C 3.136 -5.588 -1.342 -0.0136 -0.0333 0.0137
C 1.861 -5.036 -1.384 -0.0139 0.0351 0.0005
C 1.635 -3.783 -0.840 0.0751 -0.0131 -0.0741
H 0.737 -2.760 -3.244 -0.0009 -0.0390 0.0312
H -0.602 -3.885 -4.995 0.0006 0.0103 0.0048
H -0.743 -2.905 -7.259 -0.0017 -0.0007 0.0068
H 0.454 -0.808 -7.778 -0.0079 0.0056 0.0062
H 1.789 0.322 -6.023 0.0113 -0.0027 0.0391
H 4.838 0.161 -1.948 -0.0078 0.0814 0.1008
H 6.900 -1.162 -1.629 -0.0084 -0.0066 -0.0096
H 7.100 -3.392 -2.686 -0.0079 0.0011 0.0034
H 5.227 -4.303 -4.011 -0.0155 -0.0118 0.0342
H 3.126 -3.029 -4.226 0.0509 -0.0519 0.0100
H 4.588 -1.877 2.221 0.0240 0.0373 0.0611
H 6.361 -0.308 2.933 0.0062 0.0014 -0.0099
H 6.321 2.037 2.144 0.0238 -0.0183 -0.0249
H 4.549 2.791 0.593 -0.0080 -0.0038 0.0005
H 2.811 1.227 -0.152 0.0695 -0.0088 -0.0157
H 4.778 -3.073 0.223 0.0179 -0.0265 -0.0475
H 5.166 -5.323 -0.714 0.0037 0.0274 -0.0211
H 3.310 -6.574 -1.751 0.0118 0.0069 -0.0062
H 1.042 -5.591 -1.823 0.0076 0.0005 0.0036
H 0.634 -3.368 -0.819 -0.0167 -0.0181 -0.0316
Cl -0.952 -1.769 8.072 0.0053 -0.0380 0.0911
C -0.815 -1.105 6.484 -0.0088 -0.0329 -0.0585
C -0.125 0.104 6.298 -0.0356 -0.0622 -0.0896
C -0.018 0.664 5.051 -0.0022 0.1469 -0.1655
C -0.622 0.066 3.924 -0.1419 -0.5656 0.2615
O -0.575 0.657 2.771 0.0654 0.3631 -0.1760
C -1.279 -1.187 4.121 0.0647 0.4681 -0.0834
C -1.792 -1.919 3.019 0.0978 -0.0072 0.1257
O -1.927 -1.512 1.846 -0.1814 -0.1721 0.0059
C -1.358 -1.751 5.411 -0.0078 -0.1043 0.0274
H 0.326 0.592 7.152 0.0075 -0.0136 0.0107
H 0.529 1.586 4.901 -0.0028 -0.0037 0.0159
H -2.104 -2.950 3.217 -0.0159 0.0002 -0.0586
H -1.865 -2.700 5.543 0.0327 -0.0054 0.0210
O -8.364 2.304 2.038 0.1356 -0.0503 -0.0296
N -8.168 1.631 1.046 -0.4221 0.1708 -0.1061
O -9.024 1.336 0.240 0.1786 -0.0239 0.1241
C -6.796 1.160 0.776 0.3025 -0.3275 -0.4293
C -6.601 0.568 -0.429 -0.3702 0.2383 0.2852
C -5.337 0.045 -0.804 0.4092 -0.0182 0.1351
C -5.122 -0.700 -1.976 0.1414 0.0105 0.0463
C -3.890 -1.272 -2.167 -0.2928 -0.0184 -0.1166
C -2.865 -1.015 -1.258 0.2444 0.0506 0.1105
N -3.007 -0.225 -0.203 -0.9319 -0.3662 -0.5824
C -4.252 0.230 0.060 -0.1065 -0.0772 -0.2284
C -4.448 0.853 1.331 -0.3073 0.1785 0.1528
N -3.347 0.911 2.124 -0.7034 0.1578 0.2968
C -3.498 1.365 3.360 0.2856 -0.0996 -0.0031
C -4.721 1.799 3.857 -0.2712 0.0085 -0.0251
C -5.837 1.778 3.056 0.2129 0.0044 0.0782
C -5.726 1.292 1.737 0.1877 0.0122 0.0533
H -7.439 0.476 -1.105 -0.0380 -0.0107 0.0046
H -5.927 -0.840 -2.687 -0.0131 -0.0367 0.0180
H -3.697 -1.913 -3.015 0.0531 0.0317 -0.0095
H -1.895 -1.469 -1.405 0.0459 0.1038 -0.0047
H -2.616 1.389 3.984 0.0187 0.0469 -0.0477
H -4.780 2.155 4.875 0.0068 -0.0075 0.0027
H -6.785 2.122 3.429 -0.0280 0.0107 0.0123
C 0.274 2.772 0.425 0.3070 0.0602 -0.0802
N -1.168 2.516 0.777 -0.3347 -0.3630 0.0723
C -2.002 3.066 -0.337 -0.0025 0.1179 -0.1938
N -1.736 4.470 -0.575 -0.0789 0.0710 -0.0322
C -0.316 4.636 -0.906 0.0201 -0.0549 0.0371
N 0.539 4.176 0.193 -0.0109 0.0554 0.0430
C 0.218 4.944 1.392 -0.0276 -0.0716 -0.0588
N -1.189 4.771 1.758 -0.0281 0.0535 0.0353
C -1.446 3.365 1.982 0.0386 0.1833 0.1038
C -2.019 5.231 0.642 0.0692 -0.0730 -0.0108
H 0.520 2.243 -0.492 -0.0529 -0.0107 0.0792
H 0.892 2.398 1.244 -0.0602 -0.0115 0.0214
H -3.058 2.940 -0.077 0.0236 0.0122 0.0597
H -1.784 2.500 -1.241 0.0120 -0.0516 0.0608
H -0.117 5.691 -1.093 -0.0024 -0.0136 -0.0220
H -0.084 4.063 -1.806 0.0044 0.0079 0.0116
H 0.410 6.001 1.204 0.0154 -0.0055 0.0291
H 0.849 4.609 2.218 0.0009 0.0046 -0.0106
H -2.497 3.261 2.249 -0.0030 -0.0144 -0.0568
H -0.819 3.006 2.797 -0.0385 -0.0580 -0.0160
H -1.814 6.286 0.457 -0.0288 0.0012 0.0127
H -3.073 5.115 0.906 0.0053 0.0062 -0.0091